DFT (ωB97M-V/def2-TZVPD) results for the molecule C11H15N3Si.

## Properties
- Kohn-Sham gap (spin up / spin down) (Ha) = 0.2665 / 0.2649
- energy above the lowest of the compared OMol25 structures with the same formula, charge and spin (kJ/mol) = 130.5
- HOMO level (spin up / spin down) (eV) = -7.5 / -7.9
- largest force on an atom (eV Å⁻¹) = 4.83

Atoms and positions in Å:
1 C -0.0371 0.8303 -0.8269
2 C -1.0049 0.3488 -0.3086
3 C 4.1865 -1.6335 0.6758
4 C 3.6946 -0.6926 1.5175
5 C 2.9570 -0.4047 -0.5714
6 C 2.2028 0.2129 -1.4729
7 C 1.3348 1.3600 -1.0173
8 C 1.7723 2.1701 0.2226
9 C -3.3510 -0.4949 -1.7421
10 C -2.2675 -2.0327 0.7644
11 C -3.5209 1.1193 1.0808
12 N 3.7548 -1.4752 -0.5654
13 N 2.9147 0.1501 0.7781
14 N 2.4972 1.3241 1.1331
15 Si -2.6795 -0.2782 0.0810
16 H 4.8420 -2.4263 1.1865
17 H 3.7398 -0.6223 2.6195
18 H 2.3143 -0.2176 -2.4396
19 H 1.1890 2.0440 -1.8591
20 H 2.3741 3.0063 -0.0591
21 H 0.8974 2.4644 0.7408
22 H -2.8704 -1.3748 -2.0761
23 H -4.4515 -0.6107 -1.6391
24 H -3.2532 0.2524 -2.4105
25 H -1.6386 -1.9752 1.7615
26 H -3.0541 -2.6867 0.9813
27 H -1.6871 -2.5812 -0.0734
28 H -2.7368 1.8904 1.2916
29 H -4.0843 1.7140 0.3086
30 H -4.0345 0.6196 1.9185

Results of the Mulliken charge analysis, in e, for atoms 1 through 2:
1 C 0.460
2 C -0.714